Formula: C26H28N2PdS2Si
Source: the Open Molecules 2025 dataset
Level of theory: ωB97M-V with the def2-TZVPD basis set

Summary:
LUMO (spin up / spin down), eV: 0.39 / 0.13
Energy, a.u.: -2330.50086
Maximum force, eV/A: 8.10
Orbital gap (spin up / spin down), eV: 4.94 / 6.22

Structure (ORCA input):
```
! wB97M-V def2-TZVPD RIJCOSX def2/J DEFGRID3
* xyz 0 3
C 0.73 -1.26 0.52
C 1.44 -0.04 0.34
C 2.27 0.19 1.47
H 1.40 0.63 -0.52
C 2.10 -0.91 2.35
C 1.13 -1.80 1.78
H 0.78 -2.71 2.24
H -0.01 -1.71 -0.15
H 2.89 1.05 1.64
H 2.56 -1.03 3.32
Pd 0.32 0.07 2.07
C -0.81 2.20 -0.82
H -0.29 1.76 0.04
H -1.89 2.14 -0.68
H -0.57 3.28 -0.88
Si -0.26 1.50 -2.61
C -1.30 0.95 -4.03
C -0.75 -0.01 -4.93
H 0.30 0.08 -5.24
C -1.52 -1.11 -5.33
H -1.03 -1.96 -5.83
C -2.89 -1.11 -5.09
H -3.49 -1.95 -5.42
C -3.49 0.02 -4.50
H -4.57 0.07 -4.41
C -2.70 1.09 -4.03
H -3.15 1.99 -3.59
C 1.23 2.58 -2.83
C 1.84 2.52 -4.08
H 1.22 2.37 -4.97
C 3.24 2.58 -4.15
H 3.73 2.43 -5.11
C 3.99 2.79 -2.99
H 5.08 2.70 -3.02
C 3.36 3.03 -1.76
H 3.94 3.20 -0.85
C 1.97 3.02 -1.70
H 1.46 3.30 -0.77
H 0.25 -0.04 -2.03
H 0.42 -0.03 -2.89
C 2.44 -3.55 4.81
C 1.22 -2.80 5.18
N 0.33 -2.31 4.37
C -0.73 -1.68 4.99
C -0.64 -1.75 6.37
S 0.79 -2.54 6.88
C -1.84 -1.15 4.22
C -3.18 -1.22 4.58
S -4.23 -0.68 3.33
C -2.82 -0.34 2.33
N -1.68 -0.56 2.96
C -2.95 0.14 0.94
H 2.67 -4.26 5.61
H 2.28 -4.11 3.88
H 3.29 -2.88 4.69
H -1.40 -1.34 7.03
H -3.52 -1.62 5.53
H -3.97 -0.07 0.58
H -2.79 1.23 0.90
H -2.22 -0.36 0.28
*
```

Mulliken atomic charge list, values in e, 2 entries: C -0.50; C 0.17

=====

Formula: C26H28N4
Source: the Open Molecules 2025 dataset
Level of theory: ωB97M-V with the def2-TZVPD basis set

Summary:
LUMO, eV: -1.93
Energy, a.u.: -1226.48145
Maximum force, eV/A: 3.41
Orbital gap, eV: 3.22

Structure (ORCA input):
```
! wB97M-V def2-TZVPD RIJCOSX def2/J DEFGRID3
* xyz 0 1
C 5.96 1.45 -1.50
N 4.57 1.29 -1.12
C 3.62 2.27 -1.19
C 2.36 1.72 -0.83
C 1.14 2.38 -0.67
C -0.16 1.85 -0.91
C -0.42 0.62 -1.57
C -1.70 0.13 -1.76
C -2.81 0.83 -1.20
N -4.04 0.24 -1.15
C -4.36 -1.00 -1.84
C -3.15 -1.92 -1.98
C -1.93 -1.15 -2.50
C -5.22 0.95 -0.70
C -4.90 2.04 0.31
C -3.77 2.93 -0.21
C -2.60 2.13 -0.67
C -1.31 2.61 -0.54
C 2.61 0.30 -0.57
C 1.82 -0.73 -0.09
C 2.38 -2.01 0.04
C 3.77 -2.19 -0.02
C 4.60 -1.12 -0.41
C 3.99 0.08 -0.73
H 6.52 0.55 -1.21
H 6.06 1.58 -2.58
H 6.42 2.31 -1.00
H 3.84 3.30 -1.47
H 1.18 3.44 -0.39
H 0.42 0.03 -1.94
H -5.14 -1.50 -1.24
H -4.81 -0.78 -2.82
H -2.94 -2.36 -1.00
H -3.41 -2.74 -2.65
H -2.07 -0.94 -3.58
H -1.04 -1.79 -2.42
H -5.76 1.37 -1.57
H -5.88 0.19 -0.25
H -5.80 2.63 0.51
H -4.60 1.57 1.26
H -4.15 3.55 -1.04
H -3.44 3.62 0.58
H -1.15 3.59 -0.07
H 0.80 -0.51 0.18
H 1.72 -2.86 0.23
H 4.21 -3.16 0.24
H 5.68 -1.20 -0.48
C 1.25 -3.48 5.08
C 1.16 -2.29 4.21
C 1.82 -2.04 2.96
N 1.42 -0.82 2.51
C 0.54 -0.33 3.44
N 0.38 -1.21 4.48
H 1.64 -4.36 4.56
H 1.89 -3.27 5.95
H 0.25 -3.70 5.48
H 2.50 -2.73 2.47
H 0.04 0.63 3.38
*
```

Mulliken atomic charge list, values in e, 2 entries: C -0.93; N 0.17

=====

Formula: C26H29AlBe2Cl4F6ILiNO2S
Source: the Open Molecules 2025 dataset
Level of theory: ωB97M-V with the def2-TZVPD basis set

Summary:
LUMO, eV: -7.68
Energy, a.u.: -4628.08334
Maximum force, eV/A: 4.44
Orbital gap, eV: 2.64

Structure (ORCA input):
```
! wB97M-V def2-TZVPD RIJCOSX def2/J DEFGRID3
* xyz 1 1
C -2.04 1.64 3.14
C -1.72 1.10 1.70
I -2.91 2.25 0.28
C -2.02 -0.42 1.70
C -0.85 -1.29 1.25
C -1.08 -2.23 0.22
C -0.10 -3.08 -0.23
C 1.22 -3.04 0.28
C 1.47 -2.12 1.31
C 0.44 -1.25 1.79
C 0.80 -0.30 2.95
C 0.86 -1.27 4.20
C 2.06 -0.93 5.26
O 1.96 -2.16 4.24
N 2.23 -3.91 -0.20
C 1.86 -5.24 -0.30
C 2.77 -6.27 0.24
C 2.39 -7.68 0.11
C 1.21 -7.98 -0.50
C 0.33 -7.00 -1.02
C 0.67 -5.64 -0.90
S -0.36 -4.31 -1.52
H -1.69 2.67 3.30
H -3.13 1.61 3.26
H -1.65 0.94 3.91
H -0.63 1.33 1.55
H -2.83 -0.59 0.97
H -2.43 -0.76 2.66
H -2.07 -2.33 -0.22
H 2.47 -2.08 1.73
H 0.01 0.38 3.26
H 1.80 0.15 2.88
H -0.11 -1.60 4.64
H 1.25 -0.97 6.08
H 2.72 -1.59 5.86
H 3.11 -3.80 0.30
H 3.71 -6.01 0.72
H 3.05 -8.44 0.51
H 0.94 -9.03 -0.58
H -0.59 -7.30 -1.52
Be 0.81 1.49 0.23
F -2.98 5.53 -3.68
C -1.78 4.94 -3.74
C -1.38 4.13 -2.70
C -0.13 3.51 -2.77
C 0.70 3.72 -3.87
C 0.29 4.54 -4.90
C -0.96 5.15 -4.84
H -2.03 3.99 -1.85
H 0.21 2.87 -1.97
H 1.67 3.25 -3.91
H 0.94 4.71 -5.75
H -1.30 5.79 -5.65
C -5.25 4.29 -6.24
Cl -4.71 5.24 -7.64
Cl -5.11 2.55 -6.54
H -4.64 4.55 -5.39
H -6.29 4.53 -6.04
C -0.31 0.68 7.72
O -0.56 1.27 6.45
H -0.76 -0.31 7.75
H 0.77 0.58 7.88
H -0.74 1.29 8.52
H -0.16 2.14 6.45
Cl -4.90 1.04 1.68
Cl 1.87 -6.25 2.41
F 4.01 -7.06 -1.80
Be -0.42 1.29 -2.09
F 3.65 8.21 -7.36
Al 3.75 6.56 -6.90
F 5.13 5.83 -7.63
F 2.31 5.72 -7.41
F 3.87 6.44 -5.18
Li 1.31 -3.66 3.45
*
```

Mulliken atomic charge list, values in e, 2 entries: C -1.19; C -0.21